# 1
The following is a quantum chemistry calculation of 3 unconnected molecules or ions with the total composition C23H63N7O3P3, from the OMol25 dataset.

Positions of all 99 atoms, in Å:
P  1.909  0.750  -5.645
P  0.950  0.822  4.077
P  -1.783  -2.760  -0.315
O  -1.736  -1.411  0.443
O  1.849  -0.567  -4.833
O  -3.739  3.204  6.715
N  -3.455  -2.561  -0.660
N  3.604  0.584  -5.878
N  1.977  2.263  -6.579
N  1.012  0.074  -6.927
N  -0.790  -2.164  -1.565
N  -1.836  -4.311  -1.187
N  1.606  4.894  4.847
C  3.100  2.702  -7.407
C  -3.785  1.978  5.859
C  1.657  -1.031  6.329
C  1.379  -0.924  4.717
C  -3.694  4.418  5.871
C  -1.926  0.290  4.708
C  3.189  -0.524  6.771
C  1.225  0.223  -8.357
C  0.504  -0.354  7.281
C  -3.899  -1.520  -1.583
C  -0.919  -2.371  -2.998
C  0.627  -2.160  -1.212
C  -2.265  1.307  5.949
C  -4.276  -2.470  0.557
C  1.813  3.550  4.182
C  1.569  3.382  -5.720
C  1.508  2.262  5.199
C  -0.920  0.907  3.568
C  -1.513  -5.401  -0.257
C  -2.918  -4.756  -2.063
C  -0.424  0.045  -6.662
C  4.349  0.567  -4.609
C  4.131  -0.483  -6.726
H  3.846  -0.248  5.829
H  0.897  1.201  -8.730
H  -3.731  5.367  6.582
H  4.299  -0.411  -4.119
H  1.201  -1.478  -1.849
H  -3.403  -0.561  -1.405
H  -5.324  -2.700  0.338
H  2.373  -1.270  4.167
H  3.987  2.953  -6.813
H  1.373  4.287  -6.303
H  0.782  -1.828  -0.183
H  1.683  0.983  2.814
H  -2.958  0.071  4.163
H  0.563  -1.735  4.422
H  0.644  3.134  -5.192
H  -3.939  -3.193  1.304
H  2.481  2.066  5.821
H  3.750  -1.445  7.283
H  -0.305  -1.647  -3.548
H  0.687  -0.789  8.377
H  -1.496  -0.753  5.021
H  3.947  1.312  -3.918
H  -2.208  0.808  7.018
H  1.651  -2.197  6.588
H  3.163  0.320  7.589
H  -4.687  4.431  5.242
H  3.377  1.960  -8.158
H  1.724  4.855  5.888
H  4.022  -0.229  -7.781
H  -1.930  -2.210  -3.364
H  -3.127  -4.041  -2.861
H  5.213  -0.610  -6.591
H  1.057  -3.168  -1.306
H  -1.307  -6.335  -0.787
H  -4.603  1.277  6.370
H  -4.983  -1.360  -1.523
H  -0.939  -0.679  -7.302
H  0.666  -0.540  -8.911
H  -3.732  -1.822  -2.619
H  -1.217  2.008  3.223
H  -2.632  -5.684  -2.576
H  -0.873  1.035  -6.827
H  2.261  0.076  -8.652
H  -0.635  -0.247  -5.631
H  -4.074  2.281  4.764
H  -1.517  2.228  5.851
H  -0.617  -5.154  0.318
H  0.567  0.810  7.387
H  -1.044  0.235  2.593
H  2.347  5.572  4.518
H  -3.847  -4.958  -1.516
H  -0.603  -0.673  7.008
H  2.823  3.598  -7.976
H  -2.748  4.488  5.178
H  5.402  0.817  -4.774
H  -2.336  -5.566  0.450
H  3.650  -1.446  -6.536
H  2.961  3.466  3.920
H  -4.228  -1.473  1.008
H  0.632  2.623  5.918
H  -0.596  -3.372  -3.308
H  1.188  3.505  3.191
H  2.341  3.600  -4.972

Its relative energy (zero: lowest compared OMol25 entry of this formula, charge and spin) is 9.193 eV. The charge is +1. The calculation puts the LUMO energy at -0.115 Ha. As for the spin multiplicity: 1. For the total energy, the calculation gives -2546.4948 Eh. For the frontier orbital gap, the calculation gives 6.3 eV.

# 2
The following is a quantum chemistry calculation of C7H11N in the gas phase, from the OMol25 dataset.

Positions of all 19 atoms, in Å:
N  1.851  0.661  -0.442
C  -0.943  -1.384  0.364
C  1.521  -0.805  -0.658
C  -1.521  1.021  -0.286
C  -0.417  1.507  0.302
C  0.828  0.702  0.587
C  -1.995  -0.411  -0.347
C  0.588  -0.884  0.513
H  1.001  -1.329  1.413
H  -1.200  -1.424  1.450
H  2.738  0.530  0.074
H  -0.899  -2.346  -0.129
H  -2.950  -0.487  0.202
H  -0.220  2.529  0.140
H  -2.218  1.683  -0.765
H  1.234  0.929  1.578
H  -2.150  -0.585  -1.473
H  2.306  -1.607  -0.620
H  1.043  -0.996  -1.622

Its relative energy (zero: lowest compared OMol25 entry of this formula, charge and spin) is 2.679 eV. The calculation puts the LUMO energy at 0.037 Ha. As for the spin multiplicity: 1. As for the structure (SMILES): C1=C[C@@H]2NC[C@@H]2CC1. For the total energy, the calculation gives -327.9895 Eh. For the frontier orbital gap, the calculation gives 10.1 eV.

# 3
The following is a quantum chemistry calculation of a gas-phase ion, C4H11NOP (charge +1), from the OMol25 dataset.

Positions of all 18 atoms, in Å:
P  0.819  0.530  0.925
O  -2.754  -1.360  0.453
N  2.811  -1.030  -0.154
C  1.342  -0.896  0.053
C  -0.423  1.198  -0.286
C  -2.369  -0.443  -0.385
C  -1.885  0.962  0.018
H  0.890  -1.852  0.462
H  3.168  -0.089  -0.156
H  -1.973  1.098  1.109
H  2.008  1.361  0.563
H  -0.269  2.306  -0.198
H  -2.589  -0.774  -1.341
H  -2.765  -1.001  1.424
H  -2.340  1.712  -0.555
H  -0.061  1.080  -1.389
H  3.045  -1.378  -1.096
H  3.344  -1.425  0.553

Its relative energy (zero: lowest compared OMol25 entry of this formula, charge and spin) is 4.356 eV. The charge is +1. The calculation puts the LUMO energy (alpha / beta) at -0.202 / -0.150 Ha. As for the spin multiplicity: 1. For the total energy, the calculation gives -629.9232 Eh. For the frontier orbital gap (alpha / beta), the calculation gives 4.5 / 7.0 eV.

# 4
The following is a quantum chemistry calculation of 2 unconnected molecules or ions with the total composition C4H10NO3, from the OMol25 dataset.

Positions of all 18 atoms, in Å:
O  1.771  0.484  1.838
O  -0.317  -0.655  1.745
O  0.231  -0.674  -2.300
N  1.701  0.164  -0.698
C  -1.594  -0.452  1.138
C  -1.726  -0.173  -0.378
C  -0.667  0.841  -0.789
C  0.594  0.128  -1.410
H  -2.761  0.133  -0.489
H  -0.538  1.537  0.047
H  -2.023  0.426  1.643
H  -2.252  -1.273  1.459
H  -0.911  1.462  -1.662
H  1.262  1.248  2.085
H  1.863  0.428  0.841
H  0.263  -0.107  1.174
H  -1.609  -1.200  -0.728
H  2.444  -0.366  -1.145

Its relative energy (zero: lowest compared OMol25 entry of this formula, charge and spin) is 2.346 eV. The charge is -1. The calculation puts the LUMO energy at 0.146 Ha. As for the spin multiplicity: 1. For the total energy, the calculation gives -438.8990 Eh. For the frontier orbital gap, the calculation gives 8.2 eV.

Copy entry 2 word for word.
The following is a quantum chemistry calculation of C7H11N in the gas phase, from the OMol25 dataset.

Positions of all 19 atoms, in Å:
N  1.851  0.661  -0.442
C  -0.943  -1.384  0.364
C  1.521  -0.805  -0.658
C  -1.521  1.021  -0.286
C  -0.417  1.507  0.302
C  0.828  0.702  0.587
C  -1.995  -0.411  -0.347
C  0.588  -0.884  0.513
H  1.001  -1.329  1.413
H  -1.200  -1.424  1.450
H  2.738  0.530  0.074
H  -0.899  -2.346  -0.129
H  -2.950  -0.487  0.202
H  -0.220  2.529  0.140
H  -2.218  1.683  -0.765
H  1.234  0.929  1.578
H  -2.150  -0.585  -1.473
H  2.306  -1.607  -0.620
H  1.043  -0.996  -1.622

Its relative energy (zero: lowest compared OMol25 entry of this formula, charge and spin) is 2.679 eV. The calculation puts the LUMO energy at 0.037 Ha. As for the spin multiplicity: 1. As for the structure (SMILES): C1=C[C@@H]2NC[C@@H]2CC1. For the total energy, the calculation gives -327.9895 Eh. For the frontier orbital gap, the calculation gives 10.1 eV.

> Which value of spin multiplicity does entry 3 give?

1